The following is a DFT calculation (the ωB97M-V functional and the def2-TZVPD basis) of C10H6CrN4OS5 as an isolated structure.

Each line ends with the Löwdin spin population.
Element x y z (Å)
Cr  -0.379  0.427  -0.297  1.102
N  2.741  -0.056  2.329  -0.001
C  1.530  0.013  1.760  -0.001
O  1.316  0.837  0.860  0.002
C  0.414  -0.887  2.202  -0.003
C  -0.858  -0.386  1.524  -0.023
H  3.501  0.432  1.882  0.000
H  2.955  -0.809  2.958  0.000
H  0.388  -0.921  3.298  -0.001
H  0.672  -1.892  1.855  0.000
H  -1.330  0.399  2.128  0.003
H  -1.597  -1.179  1.396  -0.001
S  6.316  0.258  -2.041  -0.006
C  4.659  0.231  -1.971  -0.002
S  3.740  -1.168  -1.589  0.001
C  2.150  -0.455  -1.619  -0.013
C  2.112  0.872  -1.886  -0.006
S  0.654  1.830  -1.870  -0.053
S  3.665  1.613  -2.168  0.003
S  0.720  -1.361  -1.229  -0.031
N  -2.225  0.377  -0.917  -0.001
C  -3.382  0.347  -0.994  0.011
C  -4.765  0.311  -1.082  0.009
C  -5.398  0.076  -2.339  0.002
N  -5.913  -0.114  -3.354  0.004
C  -5.537  0.521  0.100  0.002
N  -6.149  0.683  1.065  0.004

Properties
- Energy above the lowest of the compared OMol25 structures with the same formula, charge and spin: 2.5 kJ/mol
- <S²>: 0.8009
- Frontier orbital gap (alpha / beta): 0.2504 / 0.2607 hartree
- Multiplicity: 2
- Net charge: -1